This record from the Open Molecules 2025 dataset describes a 6-piece molecular cluster, C35H86F3N4O7PS overall at a distorted geometry. The level of theory is the ωB97M-V functional and the def2-TZVPD basis.

Output
Total charge: +4
ΔE to the lowest compared entry with this formula, charge and spin, eV: 5.3057

Last column: Mulliken charge in e.
Element x y z (Å)
C: -6.88 13.88 3.50  -0.920
C: -8.28 13.32 3.12  0.728
O: -9.28 13.76 3.66  -0.472
N: -8.30 12.24 2.02  0.237
H: -8.24 12.83 1.20  0.293
H: -7.40 11.78 2.09  0.469
C: -9.47 11.25 1.92  -0.704
H: -6.20 13.51 2.73  0.247
H: -6.57 13.37 4.41  0.415
H: -6.79 14.96 3.56  0.204
H: -9.72 10.66 2.80  0.350
H: -9.25 10.55 1.11  0.324
H: -10.30 11.93 1.72  0.276
C: -14.88 14.20 -1.15  -0.916
N: -13.55 14.99 -0.95  0.115
C: -13.67 16.28 -1.79  -0.910
C: -13.46 15.41 0.57  -0.819
C: -12.30 14.06 -1.32  -1.177
C: -10.99 14.79 -1.67  0.051
O: -10.51 15.43 -0.57  0.110
H: -14.72 13.41 -0.42  0.446
H: -15.16 13.72 -2.08  0.358
H: -15.74 14.77 -0.80  0.374
H: -14.35 16.99 -1.30  0.380
H: -13.69 16.24 -2.88  0.367
H: -12.74 16.77 -1.51  0.316
H: -14.36 15.93 0.89  0.426
H: -12.57 16.00 0.78  0.232
H: -13.22 14.52 1.16  0.375
H: -12.68 13.52 -2.19  0.431
H: -12.25 13.31 -0.53  0.451
H: -11.29 15.42 -2.51  0.153
H: -10.36 13.96 -1.99  0.444
H: -9.62 15.72 -0.75  -0.026
C: -3.41 9.36 -1.95  -0.773
N: -4.67 10.21 -2.39  -0.193
C: -4.51 11.72 -2.00  -0.830
C: -5.08 10.10 -3.95  -0.796
C: -5.89 9.86 -1.42  -0.378
C: -6.23 8.33 -1.49  -0.519
O: -7.47 8.20 -0.89  -0.526
H: -3.56 8.39 -2.42  0.400
H: -3.40 9.27 -0.86  0.336
H: -2.49 9.83 -2.29  0.347
H: -3.82 12.03 -2.78  0.387
H: -4.17 11.71 -0.96  0.399
H: -5.53 12.09 -2.11  0.352
H: -4.19 10.47 -4.46  0.428
H: -5.95 10.76 -4.03  0.280
H: -5.21 9.04 -4.13  0.374
H: -6.71 10.47 -1.78  0.245
H: -5.52 10.28 -0.48  0.429
H: -5.48 7.78 -0.91  0.407
H: -6.30 7.84 -2.46  0.289
H: -7.67 7.32 -0.56  0.345
C: -7.05 15.79 -4.62  -0.948
N: -8.18 16.34 -5.60  0.171
C: -8.75 15.14 -6.41  -0.898
C: -9.38 16.80 -4.80  -1.478
C: -7.64 17.46 -6.57  -0.305
C: -7.85 18.94 -6.06  -0.659
O: -7.31 19.10 -4.74  -0.484
H: -6.66 16.71 -4.18  0.462
H: -6.22 15.46 -5.25  0.431
H: -7.29 15.17 -3.76  0.199
H: -7.82 14.93 -6.94  0.460
H: -9.50 15.56 -7.07  0.430
H: -9.18 14.37 -5.78  0.257
H: -9.18 17.63 -4.11  0.414
H: -9.84 16.02 -4.19  0.550
H: -10.15 17.25 -5.42  0.511
H: -8.20 17.33 -7.50  0.302
H: -6.58 17.21 -6.56  0.347
H: -8.92 19.07 -5.98  0.403
H: -7.47 19.59 -6.84  0.435
H: -7.80 19.87 -4.43  0.317
C: -8.68 21.87 10.32  -1.152
C: -8.68 22.22 8.74  -1.063
C: -8.83 21.07 7.74  -0.502
C: -10.31 20.72 7.62  -0.931
P: -10.96 20.45 5.87  0.504
C: -12.46 19.41 6.08  -1.000
C: -12.27 18.03 6.81  -0.258
C: -13.53 17.21 7.00  -0.871
C: -14.60 17.79 7.88  -1.215
C: -9.65 19.38 4.95  -1.243
C: -10.08 18.98 3.52  -0.802
C: -9.36 17.69 3.11  -0.313
C: -9.58 17.50 1.72  -0.829
C: -11.28 21.97 5.01  -1.125
C: -9.99 22.85 4.72  -0.375
C: -10.35 24.11 3.85  -0.486
C: -9.09 24.63 3.19  -1.349
H: -8.06 21.00 10.53  0.299
H: -9.75 21.63 10.38  0.308
H: -8.39 22.74 10.91  0.378
H: -7.63 22.50 8.63  0.491
H: -9.20 23.16 8.53  0.361
H: -8.28 20.20 8.09  0.517
H: -8.40 21.42 6.80  0.348
H: -10.96 21.48 8.05  0.597
H: -10.41 19.80 8.20  0.385
H: -12.97 19.29 5.12  0.649
H: -13.20 19.98 6.64  0.683
H: -11.76 18.07 7.77  0.277
H: -11.59 17.48 6.16  0.118
H: -13.29 16.17 7.18  0.449
H: -13.97 17.08 6.01  0.349
H: -15.35 17.05 8.15  0.326
H: -15.10 18.45 7.17  0.333
H: -14.35 18.45 8.71  0.318
H: -9.49 18.48 5.54  0.628
H: -8.83 20.10 4.93  0.781
H: -9.78 19.76 2.82  0.375
H: -11.15 18.88 3.40  0.527
H: -9.83 16.81 3.53  0.217
H: -8.28 17.67 3.28  0.305
H: -10.64 17.65 1.48  0.386
H: -9.54 16.44 1.48  -0.212
H: -8.85 17.96 1.05  0.337
H: -12.01 22.59 5.52  0.575
H: -11.77 21.82 4.05  0.632
H: -9.33 22.27 4.09  0.221
H: -9.53 23.16 5.66  0.246
H: -10.86 24.86 4.45  0.373
H: -11.10 23.75 3.15  0.388
H: -9.21 25.51 2.57  0.406
H: -8.51 23.97 2.53  0.347
H: -8.43 24.93 4.00  0.331
C: -6.14 15.88 0.61  0.315
F: -6.93 16.11 1.65  -0.166
F: -5.37 16.91 0.14  -0.211
F: -5.35 14.88 0.97  -0.240
S: -7.18 14.99 -0.79  1.215
O: -8.04 16.07 -1.32  -0.835
O: -6.03 14.61 -1.68  -0.640
O: -7.82 13.90 -0.02  -1.024